*w*
{
  "formula": "C5H11NO2",
  "method": "wB97M-V/def2-TZVPD",
  "homo_lumo_gap_ev": [7.619, 8.253],
  "homo_ev": [-9.53, -9.36],
  "elements": ["O", "O", "N", "C", "C", "C", "C", "C", "H", "H", "H", "H", "H", "H", "H", "H", "H", "H", "H"],
  "positions_angstrom": [[0.314, 1.342, 0.727], [0.991, -0.534, 1.047], [-1.039, 1.052, -1.349], [0.454, -0.891, -0.116], [-0.149, 2.339, 1.604], [1.426, -0.833, -1.286], [-0.337, -2.200, -0.049], [-0.773, 0.458, -0.251], [-0.946, -2.251, 0.853], [0.340, -3.056, -0.049], [-0.271, 3.294, 1.082], [-2.032, 1.225, -1.489], [-1.108, 2.087, 2.069], [0.934, -1.079, -2.227], [2.248, -1.529, -1.111], [-1.529, 0.178, 0.492], [0.627, 2.500, 2.358], [1.831, 0.173, -1.378], [-0.982, -2.276, -0.927]],
  "mulliken_charge": [-0.34, -0.48, -0.63, 1.47, -0.67, -1.52, -1.42, -0.19, 0.38, 0.38, 0.25, 0.28, 0.27, 0.32, 0.42, 0.52, 0.27, 0.34, 0.34]
}

*x*
{
  "formula": "C5H11NO2",
  "method": "wB97M-V/def2-TZVPD",
  "homo_lumo_gap_ev": 10.398,
  "homo_ev": -9.62,
  "elements": ["O", "O", "N", "C", "C", "C", "C", "C", "H", "H", "H", "H", "H", "H", "H", "H", "H", "H", "H"],
  "positions_angstrom": [[-2.041, -0.011, 0.918], [1.860, -2.010, -1.553], [-0.107, 0.760, -0.022], [1.083, -0.869, -1.330], [-1.368, 0.923, 0.487], [1.551, -0.550, 1.170], [0.510, -0.544, 0.063], [-2.023, 2.279, 0.480], [-0.242, -1.267, 0.372], [2.313, -1.342, 1.095], [2.204, 0.321, 1.120], [1.556, -2.874, -1.216], [1.085, -0.604, 2.146], [-2.051, 2.713, 1.488], [-3.132, 2.211, 0.464], [1.749, -0.077, -1.678], [-1.866, 2.889, -0.401], [0.242, 1.640, -0.389], [0.221, -0.770, -2.008]],
  "mulliken_charge": [-0.64, -0.53, -0.22, -0.64, 0.67, -1.48, 0.47, -1.12, 0.27, 0.37, 0.34, 0.32, 0.37, 0.27, 0.33, 0.30, 0.35, 0.23, 0.33]
}

Relative energies, in hartree, with the most stable structure set to zero: *w* 0.2000; *x* 0.0000.